Entry 1:
DFT (the ωB97M-V functional and the def2-TZVPD basis) results for a single C6H10 molecule.

Geometry as XYZ:
```
16
Properties=species:S:1:pos:R:3
C -0.96 -1.60 0.14
C -0.96 -0.15 0.58
C 0.26 0.64 0.96
C 1.46 0.27 0.09
C 0.66 0.75 -1.16
C -0.56 1.01 -0.27
H -0.69 -2.26 0.97
H -0.27 -1.79 -0.68
H -1.96 -1.89 -0.20
H -1.80 0.10 1.23
H 0.32 1.22 1.87
H 2.36 0.86 0.31
H 1.74 -0.79 0.09
H 0.57 0.06 -2.00
H 1.05 1.70 -1.53
H -1.22 1.87 -0.39
```

## Properties
**Max |F|**: 0.0065 hartree/bohr
**E_LUMO**: 1.202 eV
**SMILES**: C[C@H]1[C@H]2CC[C@@H]12
**Kohn-Sham gap**: 10.6313 eV



Entry 2:
DFT (the ωB97M-V functional and the def2-TZVPD basis) results for 9 unconnected molecules or ions with the total composition C40H77F12N3O10.

Geometry as XYZ:
```
142
Properties=species:S:1:pos:R:3
C 4.74 -1.09 2.91
C 4.39 -1.12 4.45
O 4.28 -2.41 4.99
C 5.32 -3.22 5.32
O 6.48 -2.88 5.11
C 5.01 -4.60 5.93
F 5.86 -4.91 6.90
F 3.74 -4.61 6.49
F 5.07 -5.56 5.02
H 5.81 -1.28 2.84
H 4.42 -0.18 2.41
H 4.28 -1.89 2.33
H 3.46 -0.56 4.56
H 5.13 -0.57 5.04
C 4.44 3.65 -2.52
C 5.34 3.66 -1.22
O 6.03 2.43 -1.16
C 5.47 1.36 -0.60
O 4.50 1.44 0.17
C 6.21 0.00 -0.92
F 6.28 -0.73 0.12
F 5.46 -0.59 -1.84
F 7.55 0.29 -1.31
H 4.03 4.65 -2.65
H 3.65 2.92 -2.40
H 5.07 3.32 -3.35
H 4.85 3.78 -0.25
H 6.12 4.42 -1.29
C -3.82 -9.05 1.60
C -4.11 -7.54 1.55
O -2.95 -6.88 1.25
C -2.98 -5.64 0.73
O -3.96 -4.96 0.61
C -1.57 -5.14 0.36
F -1.08 -4.31 1.29
F -0.71 -6.17 0.19
F -1.64 -4.46 -0.75
H -4.74 -9.53 1.93
H -3.05 -9.22 2.35
H -3.56 -9.57 0.68
H -4.62 -7.21 2.45
H -4.85 -7.27 0.80
C -2.69 2.60 1.75
C -3.14 2.18 3.14
O -2.10 2.28 4.11
C -1.16 1.30 4.39
O -1.27 0.14 3.99
C -0.09 1.76 5.44
F 1.15 1.32 5.07
F 0.05 3.12 5.55
F -0.43 1.25 6.65
H -1.92 1.92 1.39
H -2.27 3.61 1.72
H -3.51 2.54 1.04
H -3.59 1.19 3.07
H -3.96 2.80 3.49
C -4.20 -2.75 -2.31
C -4.40 -2.56 -3.88
N -3.94 -1.24 -4.38
C -4.47 -0.95 -5.74
C -5.98 -0.83 -5.81
C -2.45 -1.24 -4.36
C -1.93 0.14 -4.71
H -4.58 -1.92 -1.72
H -3.14 -2.76 -2.07
H -4.59 -3.70 -1.93
H -3.95 -3.40 -4.40
H -5.47 -2.69 -4.05
H -4.09 0.01 -6.09
H -4.10 -1.77 -6.36
H -6.38 -1.84 -5.73
H -6.44 -0.27 -4.99
H -6.32 -0.38 -6.74
H -2.01 -2.05 -4.94
H -2.09 -1.47 -3.36
H -0.85 0.15 -4.55
H -2.34 0.82 -3.97
H -2.14 0.45 -5.73
C 0.89 8.79 -1.70
C 0.99 8.31 -0.23
N 0.67 6.85 0.04
C 0.94 6.67 1.48
C 0.64 5.29 2.00
C 1.46 5.95 -0.79
C 0.40 5.37 -1.75
H 1.63 8.29 -2.32
H 1.02 9.86 -1.56
H -0.11 8.59 -2.08
H 2.00 8.52 0.11
H 0.33 9.00 0.29
H 1.95 6.97 1.76
H 0.29 7.35 2.03
H -0.35 5.02 1.64
H 1.41 4.55 1.78
H 0.62 5.27 3.09
H 1.99 5.13 -0.31
H 2.28 6.47 -1.28
H 0.76 4.67 -2.50
H -0.08 6.17 -2.32
H -0.32 4.77 -1.20
C -2.36 -1.67 0.90
C -1.38 -1.44 -0.28
N -0.71 -0.11 -0.25
C -0.29 0.23 -1.59
C 0.17 1.73 -1.66
C 0.22 0.01 0.91
C 1.66 -0.63 0.61
H -1.85 -2.13 1.75
H -3.13 -2.36 0.54
H -2.89 -0.77 1.21
H -0.63 -2.24 -0.35
H -2.01 -1.49 -1.16
H 0.48 -0.48 -1.88
H -1.11 0.19 -2.30
H 1.15 1.82 -1.18
H 0.49 2.06 -2.65
H -0.42 2.52 -1.20
H -0.27 -0.39 1.80
H 0.30 1.06 1.21
H 2.12 -0.13 -0.24
H 1.56 -1.69 0.37
H 2.35 -0.59 1.45
C 2.65 -4.98 0.77
C 3.30 -5.99 1.67
C 4.38 -6.91 1.11
O 3.04 -6.10 2.86
H 2.03 -4.40 1.46
H 2.01 -5.46 0.03
H 3.32 -4.23 0.35
H 4.06 -7.90 0.78
H 5.06 -7.18 1.91
H 4.85 -6.34 0.31
C -3.98 0.97 -1.34
C -4.18 2.45 -1.52
C -2.97 3.23 -1.98
O -5.30 2.88 -1.27
H -4.95 0.50 -1.18
H -3.31 0.77 -0.50
H -3.64 0.57 -2.30
H -2.31 2.49 -2.44
H -2.37 3.79 -1.26
H -3.14 3.98 -2.75
```

## Properties
**Max |F|**: 0.0794 hartree/bohr
**E_LUMO**: 0.458 eV
**SMILES**: CCOC(=O)C(F)(F)F.CCOC(=O)C(F)(F)F.CCOC(=O)C(F)(F)F.CCOC(=O)C(F)(F)F.CCN(CC)CC.CCN(CC)CC.CCN(CC)CC.CC(C)=O.CC(C)=O
**Kohn-Sham gap**: 8.6793 eV



Entry 3:
DFT (the ωB97M-V functional and the def2-TZVPD basis) results for a molecular structure, C14H23ClI2N2O2PPb.

Geometry as XYZ:
```
46
Properties=species:S:1:pos:R:3
I -3.43 -1.03 -0.74
I -2.29 1.89 -0.73
Pb 1.46 -1.26 0.31
P 0.25 -0.31 -2.35
C -1.08 -0.20 -3.60
C 1.03 1.33 -2.62
H 2.45 -1.28 -2.83
H 1.49 -0.97 -4.32
H 1.11 -2.38 -3.27
C 1.45 -1.34 -3.28
H 1.83 1.46 -1.89
H 1.42 1.38 -3.65
H -0.63 -0.27 -4.60
H -1.63 0.75 -3.50
H 0.28 2.12 -2.46
H -1.78 -1.02 -3.44
C -3.14 0.53 0.76
O -3.36 0.62 1.93
Cl 2.75 0.87 0.44
C 3.01 2.00 7.67
C 1.50 1.99 7.65
N 0.91 0.97 6.75
C 1.09 -0.42 7.20
C 0.50 -0.62 8.59
C 0.96 1.28 5.39
O 1.51 2.29 4.97
C 0.25 0.34 4.44
C -0.93 -0.35 4.78
C -1.51 -1.17 3.82
C -0.91 -1.29 2.57
N 0.21 -0.60 2.24
C 0.75 0.25 3.16
H 3.43 1.01 7.91
H 3.34 2.72 8.42
H 3.38 2.33 6.69
H 1.09 1.76 8.64
H 1.13 2.96 7.31
H 0.59 -1.09 6.49
H 2.16 -0.68 7.21
H -0.51 -0.19 8.65
H 0.41 -1.69 8.79
H 1.12 -0.17 9.37
H -1.37 -0.23 5.77
H -2.41 -1.74 4.02
H -1.34 -1.93 1.80
H 1.61 0.84 2.83
```

## Properties
**Max |F|**: 0.0775 hartree/bohr
**E_LUMO (alpha / beta)**: -12.553 / -13.194 eV
**Charge**: +3
**Kohn-Sham gap (alpha / beta)**: 4.7808 / 4.1251 eV